No. 1
Molecular formula: C26H31AsN2O2PPdS
Method: DFT, ωB97M-V with the def2-TZVPD basis set

Structure (XYZ):
```
65
Properties=species:S:1:pos:R:3:forces:R:3
Pd -0.631 0.280 0.457 -0.59 -0.21 -0.16
O 2.019 -1.409 -0.354 -0.18 0.10 0.27
N 2.192 -1.163 0.996 0.10 0.09 -0.11
C 3.098 -0.333 1.299 -0.03 -0.11 0.16
C 3.071 0.080 2.714 0.04 0.06 -0.27
C 4.260 0.342 3.394 0.04 -0.04 0.07
C 4.251 0.619 4.750 -0.01 -0.01 -0.03
C 3.038 0.622 5.430 -0.01 -0.01 -0.01
C 1.856 0.411 4.738 0.00 0.00 0.01
C 1.829 0.185 3.359 -0.14 0.01 0.15
P 0.161 0.097 2.438 0.43 0.18 0.84
C -0.724 1.487 3.310 -0.02 -0.05 -0.09
C -0.125 2.593 3.905 0.04 0.03 0.00
C -0.875 3.691 4.323 0.02 -0.02 0.00
C -2.249 3.702 4.157 -0.01 -0.02 -0.01
C -2.867 2.606 3.559 0.00 0.02 0.01
C -2.115 1.527 3.132 0.03 -0.04 0.03
C -0.447 -1.369 3.396 -0.09 0.05 -0.06
C -1.197 -1.274 4.566 0.08 -0.02 0.08
C -1.642 -2.415 5.223 0.01 0.02 0.00
C -1.343 -3.671 4.717 0.01 0.00 -0.03
C -0.605 -3.774 3.544 -0.02 -0.02 0.02
C -0.164 -2.637 2.887 -0.07 0.03 -0.09
H 1.037 -1.504 -0.324 0.20 -0.33 -0.33
H 3.782 0.103 0.570 -0.06 0.03 -0.04
H 5.198 0.286 2.853 0.00 0.00 0.01
H 5.179 0.803 5.277 0.00 0.00 0.00
H 3.013 0.798 6.499 0.00 0.00 0.00
H 0.920 0.432 5.285 0.01 0.02 0.00
H 0.950 2.625 4.031 0.01 -0.02 0.01
H -0.374 4.540 4.774 0.00 0.00 0.00
H -2.834 4.555 4.479 0.00 0.00 0.00
H -3.939 2.605 3.402 0.00 0.00 0.00
H -2.597 0.704 2.616 0.00 0.00 0.00
H -1.443 -0.302 4.976 -0.02 0.00 -0.01
H -2.228 -2.318 6.130 0.00 0.00 0.00
H -1.696 -4.562 5.223 0.00 0.00 0.00
H -0.391 -4.746 3.116 0.01 0.00 0.01
H 0.360 -2.730 1.946 -0.01 -0.01 -0.01
S -0.985 4.365 0.185 -0.05 0.06 0.05
C 0.452 3.666 0.787 0.00 -0.09 0.04
C 0.880 2.702 -0.071 0.21 0.21 -0.08
N 0.145 2.563 -1.221 -0.04 0.05 -0.19
C -0.863 3.378 -1.210 -0.02 -0.09 -0.03
H 0.847 3.928 1.752 0.02 0.02 -0.01
H 1.768 2.101 0.057 -0.03 -0.04 0.06
H -1.608 3.422 -1.990 0.01 -0.01 0.00
C -2.552 0.095 -0.520 0.04 0.17 -0.31
H -3.140 -0.730 -0.098 0.01 0.00 0.02
H -2.591 0.000 -1.619 0.02 -0.02 0.01
H -3.100 1.024 -0.297 -0.01 -0.02 0.04
C -0.396 -4.757 -2.813 -0.01 0.02 -0.09
As -0.961 -3.222 -1.777 0.12 -0.08 0.21
C -2.871 -3.157 -1.999 -0.07 0.01 0.08
C -0.270 -1.688 -2.719 -0.02 -0.03 0.03
O -0.461 -3.437 -0.225 0.08 0.11 -0.21
H -0.767 -4.724 -3.838 0.00 0.01 0.00
H -0.764 -5.648 -2.308 0.00 -0.01 -0.02
H 0.693 -4.775 -2.814 0.00 -0.02 0.00
H -3.149 -3.544 -2.980 0.00 0.03 -0.01
H -3.200 -2.126 -1.879 -0.01 0.01 0.02
H -3.315 -3.767 -1.214 0.00 -0.02 -0.02
H -0.856 -1.542 -3.627 0.03 0.00 -0.02
H 0.779 -1.845 -2.966 0.01 0.00 0.04
H -0.388 -0.820 -2.065 -0.02 0.01 -0.01
```
Forces are in eV/Å.

Output
**Kohn-Sham gap**: 5.7 eV
**LUMO**: 2.74 eV
**Net charge**: -1


No. 2
Molecular formula: C26H31BrCrN6O4P
Method: DFT, ωB97M-V with the def2-TZVPD basis set

Structure (XYZ):
```
70
Properties=species:S:1:pos:R:3:forces:R:3
Cr 0.669 -1.234 -0.751 -0.29 0.33 -0.21
Br 1.598 7.693 0.434 0.01 0.09 -0.06
C 1.729 6.384 1.785 0.05 -0.11 0.01
C 0.913 6.473 2.904 -0.10 -0.09 0.22
C 0.971 5.483 3.871 -0.17 0.18 -0.03
C 1.823 4.384 3.714 0.37 -0.07 0.22
C 2.683 4.342 2.606 0.09 0.13 -0.20
C 2.630 5.339 1.638 0.05 -0.27 0.17
N 1.707 3.350 4.637 -0.41 -0.01 -0.38
N 2.414 2.280 4.457 0.38 -0.03 -0.26
C 2.262 1.357 3.498 -0.27 0.06 0.27
C 3.216 0.315 3.431 0.02 0.05 0.02
C 3.245 -0.605 2.401 0.25 -0.03 0.28
C 2.333 -0.539 1.354 -0.15 0.04 -0.34
O 2.334 -1.349 0.325 -0.07 0.04 0.08
C 1.338 0.493 1.404 -0.12 -0.28 -0.29
N 0.476 0.495 0.338 -0.32 0.57 0.50
C -0.513 1.385 0.345 0.30 -0.16 0.18
C -0.767 2.231 1.433 -0.12 0.01 -0.23
C 0.086 2.217 2.512 -0.05 0.00 0.11
C 1.217 1.383 2.487 0.08 0.10 0.16
H 0.228 7.305 3.010 0.06 -0.04 0.02
H 0.336 5.525 4.750 0.04 0.00 -0.08
H 3.385 3.521 2.509 -0.07 0.12 -0.05
H 3.276 5.296 0.768 -0.05 0.01 0.11
H 3.959 0.280 4.219 -0.04 0.01 -0.05
H 3.998 -1.383 2.382 -0.03 0.03 0.01
H -1.141 1.403 -0.537 -0.05 -0.03 -0.01
H -1.627 2.895 1.414 0.16 -0.13 -0.02
H -0.124 2.827 3.384 0.08 -0.07 -0.21
O 2.052 -0.659 -2.265 0.09 -0.26 -0.30
C 2.396 -1.735 -3.165 -0.08 0.17 0.37
C 1.372 -2.829 -3.088 -0.08 0.16 0.25
C 1.122 -3.659 -4.164 0.19 -0.05 -0.19
C 0.160 -4.644 -4.039 -0.07 -0.14 -0.21
C -0.496 -4.790 -2.829 -0.07 -0.08 0.22
C -0.168 -3.935 -1.790 0.06 0.04 -0.01
N 0.727 -2.947 -1.919 -0.02 -0.56 -0.37
H 2.821 -0.482 -1.705 -0.09 0.04 0.09
H 3.364 -2.144 -2.887 0.17 -0.04 0.04
H 2.468 -1.349 -4.174 0.00 0.13 -0.25
H 1.688 -3.540 -5.083 -0.13 0.04 0.07
H -0.078 -5.288 -4.881 0.06 0.04 0.13
H -1.244 -5.560 -2.681 0.08 0.07 -0.01
H -0.626 -4.028 -0.812 -0.02 0.09 -0.08
C -2.856 -3.491 3.064 0.27 0.12 -0.08
N -1.598 -3.192 2.385 -0.27 -0.10 0.01
C -1.428 -2.232 1.457 0.24 0.09 -0.10
N -2.467 -1.379 1.255 -0.19 0.12 -0.08
O -0.381 -2.154 0.794 -0.20 -0.32 0.18
H -2.765 -4.456 3.551 0.02 -0.03 0.02
H -3.682 -3.548 2.355 0.01 -0.01 -0.05
H -3.095 -2.752 3.831 0.03 0.04 0.02
H -0.806 -3.795 2.509 0.08 -0.11 0.04
H -3.156 -1.268 1.980 0.00 0.03 0.01
H -2.222 -0.545 0.748 0.02 0.05 -0.02
C -2.460 -1.568 -4.167 -0.08 -0.28 -0.36
P -2.137 -0.372 -2.895 0.41 -0.23 0.27
C -3.656 -0.169 -1.991 -0.39 0.09 0.20
C -1.818 1.161 -3.726 0.07 0.38 -0.29
O -1.003 -0.795 -2.007 0.08 0.10 0.29
H -3.302 -1.254 -4.794 0.14 -0.09 0.09
H -2.681 -2.534 -3.707 0.00 0.06 -0.08
H -1.566 -1.668 -4.790 -0.10 -0.05 0.05
H -4.516 -0.136 -2.668 0.13 0.02 0.13
H -3.621 0.763 -1.419 -0.04 -0.11 -0.01
H -3.762 -1.011 -1.303 -0.06 0.05 -0.04
H -2.690 1.468 -4.313 0.14 0.00 0.07
H -0.963 1.028 -4.393 -0.05 0.07 0.05
H -1.578 1.938 -2.997 -0.02 -0.02 -0.06
```
Forces are in eV/Å.

Output
**Kohn-Sham gap (alpha / beta)**: 6.2 / 5.9 eV
**LUMO (alpha / beta)**: -2.25 / -2.71 eV
**⟨S²⟩**: 6.127
**Net charge**: +1
**Multiplicity**: 5


No. 3
Molecular formula: C26H31BrN2O4PPdS2
Method: DFT, ωB97M-V with the def2-TZVPD basis set

Structure (XYZ):
```
68
Properties=species:S:1:pos:R:3:forces:R:3
Pd -0.723 0.035 0.590 1.37 0.26 2.15
C 5.231 -0.643 1.374 -0.12 -0.14 -0.01
C 4.094 -1.388 0.661 0.11 0.20 0.03
C 3.606 -0.638 -0.556 -0.33 0.02 0.10
C 4.412 -0.713 -1.685 0.04 0.08 -0.02
C 4.064 -0.099 -2.870 0.01 -0.07 -0.08
C 2.844 0.547 -2.958 0.03 -0.04 0.02
C 1.990 0.635 -1.870 0.06 -0.05 0.48
C 0.698 1.377 -2.067 0.00 0.16 0.21
C 0.830 2.845 -1.660 -0.08 -0.09 -0.07
C 2.395 0.096 -0.618 0.42 -0.22 -0.75
N 1.562 0.201 0.502 -1.71 0.13 0.10
C 1.997 0.289 1.722 0.00 0.17 -0.16
C 1.181 0.121 2.847 0.14 0.21 0.42
C 1.524 0.104 4.217 0.03 0.07 -0.33
C 0.357 -0.173 4.905 -0.26 -0.06 -0.06
C -0.665 -0.310 3.937 -0.10 -0.01 0.29
N -0.158 -0.142 2.731 0.00 -0.03 -0.75
H 5.589 -1.214 2.230 0.06 0.01 0.00
H 4.916 0.339 1.728 0.06 0.03 0.01
H 6.059 -0.480 0.684 0.06 -0.01 0.03
H 3.273 -1.595 1.348 0.06 -0.15 -0.02
H 4.487 -2.350 0.324 -0.10 -0.04 0.02
H 5.329 -1.285 -1.623 0.04 0.01 0.00
H 4.717 -0.154 -3.730 0.01 -0.03 -0.02
H 2.538 0.987 -3.899 -0.04 0.02 0.00
H -0.115 0.903 -1.503 0.08 0.02 -0.19
H 0.418 1.323 -3.120 -0.04 -0.10 0.02
H 1.094 2.928 -0.608 0.02 0.07 0.01
H -0.114 3.371 -1.822 -0.02 0.07 0.04
H 1.599 3.334 -2.259 0.02 0.01 0.01
H 3.035 0.539 1.916 0.03 -0.12 -0.12
H 2.513 0.261 4.617 0.04 -0.01 0.05
H 0.229 -0.282 5.969 0.01 -0.02 0.04
H -1.711 -0.531 4.083 -0.02 0.05 0.01
C -3.182 4.787 2.114 -0.05 -0.18 -0.15
C -3.474 4.327 0.698 0.05 0.27 0.07
O -3.655 2.899 0.651 0.48 0.28 -0.35
P -2.542 1.866 0.100 -1.50 -0.33 2.73
S -3.185 0.183 1.060 1.84 0.11 -0.76
S -0.617 2.404 1.607 -2.19 -1.43 -3.36
O -2.928 1.697 -1.449 2.09 0.51 0.55
C -4.264 1.785 -1.967 -0.58 0.26 -0.06
C -4.393 3.009 -2.851 0.22 -0.11 0.14
H -3.124 5.875 2.148 -0.02 0.04 -0.02
H -2.239 4.370 2.454 0.02 0.04 0.09
H -3.971 4.451 2.784 -0.02 0.02 0.02
H -2.674 4.626 0.015 -0.04 0.00 0.01
H -4.415 4.756 0.348 0.08 -0.03 -0.09
H -4.977 1.824 -1.143 0.06 -0.10 -0.03
H -4.423 0.870 -2.538 0.08 -0.02 0.11
H -4.231 3.919 -2.274 -0.04 0.03 0.02
H -5.388 3.047 -3.293 -0.02 -0.01 -0.02
H -3.649 2.972 -3.646 -0.03 0.02 -0.07
Br 0.749 -4.703 1.997 -0.04 -0.07 -0.02
C -0.239 -5.033 0.412 -0.10 0.33 -0.23
C -0.445 -6.371 0.098 0.05 0.10 0.07
C -1.115 -6.719 -1.061 0.01 -0.06 -0.01
C -1.582 -5.735 -1.915 -0.09 -0.03 -0.13
C -1.400 -4.404 -1.594 0.08 0.07 0.12
C -0.732 -4.021 -0.431 0.14 -0.18 0.18
C -0.625 -2.541 -0.164 0.29 -0.10 0.00
O -1.122 -1.734 -0.986 -0.25 0.35 -0.20
O -0.053 -2.134 0.876 -0.34 -0.09 -0.01
H -0.074 -7.131 0.770 0.02 -0.01 -0.01
H -1.264 -7.765 -1.293 0.00 -0.01 -0.02
H -2.091 -6.004 -2.830 -0.03 0.00 -0.01
H -1.769 -3.612 -2.231 -0.01 -0.02 -0.02
```
Forces are in eV/Å.

Output
**Kohn-Sham gap (alpha / beta)**: 5.2 / 5.4 eV
**LUMO (alpha / beta)**: -2.38 / -2.15 eV
**⟨S²⟩**: 0.767
**Multiplicity**: 2


For reference, total energy by record: -118980.117 -152345.539 -143115.420 eV.
For reference, energy relative to the best compared isomer or geometry (same formula, charge and spin) by record: 20.9 41.4 111.2 kcal/mol.